1.
Here is 2 unconnected molecules or ions with the total composition C6H11N5O from OMol25. Energies are from ωB97M-V with the def2-TZVPD basis set.

```
23
Properties=species:S:1:pos:R:3
H -0.2481 2.5307 -4.6006
N 0.2674 1.6608 -4.6799
C 0.5605 1.2394 -3.5209
N 1.2668 0.0140 -3.3166
N 1.3998 -0.2148 -2.0960
N 0.9194 0.8309 -1.3548
N 0.3086 1.7561 -2.2379
H 1.6728 1.2457 -0.8183
H -0.6723 1.8690 -1.9868
C 1.1658 -2.7488 0.8725
C 0.3113 -1.8285 0.4303
C -0.4676 -0.8798 1.2437
C -0.7462 -1.0228 2.5381
O -1.4009 -0.1547 3.3317
C -1.5390 1.1595 2.8302
H 1.6494 -3.4303 0.1707
H 1.3997 -2.8686 1.9373
H 0.1908 -1.6969 -0.6324
H -0.8357 -0.0345 0.6531
H -0.4588 -1.9327 3.0835
H -2.2204 1.1716 1.9836
H -1.9542 1.7672 3.6479
H -0.5691 1.5674 2.5213
```

Summary:
2S+1: 1
LUMO: -0.0926 eV
gap between HOMO and LUMO: 8.20 eV
structure (SMILES): [H]/N=c1/nn[nH][nH]1.C=C/C=C/OC
largest force on an atom: 1.86 eV Å⁻¹
E: -15893.901 eV
energy above the lowest of the compared OMol25 structures with the same formula, charge and spin: 2.930 eV
E_HOMO: -8.2895 eV

These are the natural (NBO) partial charges, in e, on atoms 1 to 4: 0.3408 -0.6238 0.4516 -0.1928

---

2.
Here is a molecular structure, C6H11N5S from OMol25. Energies are from ωB97M-V with the def2-TZVPD basis set.

```
23
Properties=species:S:1:pos:R:3
C 0.2431 -0.1017 0.0807
C -1.3151 -0.0018 -2.5214
C -2.3509 0.0767 -3.5654
C 1.9861 -0.8815 1.6286
C -2.4910 1.8709 -1.6827
C -0.7291 0.7698 -0.3227
N 0.7101 -0.3445 1.2513
N -0.0434 -0.2434 -2.6844
N -1.4909 0.8142 -1.4489
N 2.1110 -0.9719 3.1505
N 0.9675 -0.3879 -2.1072
S -3.3488 1.5189 -3.2636
H 0.8153 -0.5086 -0.9162
H -2.1433 -0.0983 -4.6704
H -3.1396 -0.8497 -3.3669
H 2.0323 -1.8465 1.1744
H 2.7902 -0.2076 1.2429
H -3.1934 1.6271 -0.8062
H -2.1127 2.8200 -1.6280
H -0.9503 1.4942 0.4520
H 1.9513 -1.9273 3.4042
H 3.0093 -0.5983 3.3636
H 1.4424 -0.3941 3.5491
```

Summary:
2S+1: 1
LUMO (spin up / spin down): -9.1650 / -9.1643 eV
gap between HOMO and LUMO (spin up / spin down): 6.19 / 6.19 eV
largest force on an atom: 5.13 eV Å⁻¹
net charge: +2
E: -24663.301 eV
energy above the lowest of the compared OMol25 structures with the same formula, charge and spin: 5.897 eV
E_HOMO (spin up / spin down): -15.3555 / -15.3556 eV

These are the natural (NBO) partial charges, in e, on atoms 1 to 4: 0.1494 0.2661 -0.6357 -0.0925

---

3.
Here is a molecular structure, C6H11NO from OMol25. Energies are from ωB97M-V with the def2-TZVPD basis set.

```
19
Properties=species:S:1:pos:R:3
C 1.1512 0.7193 0.9636
C 0.3568 -1.4324 -1.3231
C 0.8802 0.8188 -0.4142
C -0.9328 -0.2070 0.9221
N -1.7526 0.8628 0.9629
C 1.0818 1.7299 -1.3824
C -1.1171 -1.4279 1.4174
O -0.1381 -0.2034 -0.7505
H -1.3153 1.7617 0.8236
H -2.6680 0.7584 0.5445
H 1.5287 1.6110 1.4534
H 1.5145 -0.2273 1.3470
H -0.4814 -2.1251 -1.3545
H 1.1722 -1.8599 -0.7368
H 0.7074 -1.2067 -2.3280
H 0.4697 1.7539 -2.2738
H 1.8429 2.4877 -1.2612
H -0.4809 -2.2600 1.1595
H -1.8193 -1.5538 2.2305
```

Summary:
2S+1: 1
LUMO: 0.8069 eV
gap between HOMO and LUMO: 7.51 eV
largest force on an atom: 1.10 eV Å⁻¹
E: -9932.379 eV
energy above the lowest of the compared OMol25 structures with the same formula, charge and spin: 6.075 eV
E_HOMO: -6.7021 eV

These are the natural (NBO) partial charges, in e, on atoms 1 to 4: -0.6640 -0.2508 0.2616 0.5021

---

4.
Here is a molecular structure, C6H11NO from OMol25. Energies are from ωB97M-V with the def2-TZVPD basis set.

```
19
Properties=species:S:1:pos:R:3
C -1.4385 -0.1111 1.0445
C -0.8264 -1.8228 -0.7091
C 1.8604 -0.2114 -0.4571
N -0.7158 -1.0595 0.5007
C 0.9164 -0.0634 0.7308
C 0.1063 1.4523 0.5793
C -0.4229 2.0224 -0.5163
O 1.3356 -0.2687 1.8617
H -1.2591 0.1424 2.0888
H -2.4384 0.1211 0.6815
H 0.5217 2.1400 1.3131
H -0.9517 -1.1713 -1.5844
H 0.0644 -2.4463 -0.7984
H -1.6788 -2.5035 -0.6604
H 2.3767 -1.1688 -0.3820
H 1.3704 -0.1175 -1.4227
H 2.6171 0.5666 -0.3649
H -0.8910 1.4066 -1.2755
H -0.5462 3.0931 -0.6297
```

Summary:
2S+1: 1
LUMO: 0.0091 eV
gap between HOMO and LUMO: 8.44 eV
largest force on an atom: 3.87 eV Å⁻¹
E: -9933.400 eV
energy above the lowest of the compared OMol25 structures with the same formula, charge and spin: 5.054 eV
E_HOMO: -8.4341 eV

These are the natural (NBO) partial charges, in e, on atoms 1 to 4: 0.0524 -0.4296 -0.6897 -0.4289

---

5.
Here is a molecular structure, C6H11NO from OMol25. Energies are from ωB97M-V with the def2-TZVPD basis set.

```
19
Properties=species:S:1:pos:R:3
C -3.4004 0.2570 0.4920
N -2.6365 -0.2121 -0.4671
C -1.1658 -0.1944 -0.2323
C -0.3008 -0.1980 -1.4623
C 1.3861 -0.8431 -0.7022
C 1.3256 -0.3459 0.6713
C 2.1793 0.8605 1.0255
O -2.8865 0.7934 1.5392
H -4.5352 0.2124 0.2839
H -0.9273 -1.1487 0.1482
H -0.9820 0.7183 0.3510
H 0.1803 0.7278 -1.7197
H -0.5582 -0.7953 -2.3555
H 1.0002 -2.0836 -1.0072
H 2.1590 -0.5160 -1.5260
H 1.5136 -1.0658 1.4147
H 2.9215 1.3036 0.2461
H 1.7969 1.8871 1.3474
H 2.9301 0.6427 1.9531
```

Summary:
2S+1: 1
LUMO: -3.0420 eV
gap between HOMO and LUMO: 4.45 eV
largest force on an atom: 5.13 eV Å⁻¹
E: -9929.576 eV
energy above the lowest of the compared OMol25 structures with the same formula, charge and spin: 8.879 eV
E_HOMO: -7.4928 eV

These are the natural (NBO) partial charges, in e, on atoms 1 to 4: 0.4377 -0.5629 -0.3356 -0.1486

---

6.
Here is 2 unconnected molecules or ions with the total composition C6H11NO from OMol25. Energies are from ωB97M-V with the def2-TZVPD basis set.

```
19
Properties=species:S:1:pos:R:3
C -1.0968 -1.3670 -0.5872
C -0.3688 -0.0695 -0.5075
C -0.9858 1.2141 -0.2507
C 0.0263 2.1187 -0.1811
N 1.2354 1.4798 -0.3465
C 0.9756 0.1246 -0.4763
C 2.1180 -0.8725 -0.5513
H -1.4319 -1.5834 -1.6121
H -0.4620 -2.2506 -0.4418
H -1.8822 -1.3893 0.1664
H -2.0555 1.2618 -0.1309
H -0.0719 3.1926 -0.1225
H 2.0864 1.8405 -0.7104
H 1.6742 -1.6914 0.0038
H 3.0727 -0.4048 -0.3284
H 2.2859 -1.2242 -1.5853
O -1.3917 -0.0284 2.8385
H -1.7864 -0.8692 2.5428
H -1.9415 0.5182 2.2806
```

Summary:
2S+1: 1
LUMO: 0.8968 eV
gap between HOMO and LUMO: 8.81 eV
structure (SMILES): Cc1cc[nH]c1C.O
largest force on an atom: 2.24 eV Å⁻¹
E: -9937.312 eV
energy above the lowest of the compared OMol25 structures with the same formula, charge and spin: 1.143 eV
E_HOMO: -7.9156 eV

These are the natural (NBO) partial charges, in e, on atoms 1 to 4: -0.6285 -0.1037 -0.3096 -0.0592

---

7.
Here is a single C6H11NO molecule from OMol25. Energies are from ωB97M-V with the def2-TZVPD basis set.

```
19
Properties=species:S:1:pos:R:3
C -2.2034 1.1647 0.9796
N -1.5251 -0.1572 0.8826
C -0.5902 -0.4114 -0.3064
C 0.6391 0.2717 -0.9707
O 0.6664 0.0407 -2.4282
C 1.7598 -0.5081 -0.2017
C 1.2149 -0.7981 1.2777
C -0.1416 -0.0258 1.0444
H -1.6484 2.0373 0.4728
H -3.2596 1.0018 0.4728
H -2.3943 1.3052 2.0497
H -0.5779 -1.4258 -0.5589
H 0.7271 1.3562 -0.8399
H 0.3549 1.0101 -2.9519
H 1.9611 -1.4336 -0.7245
H 2.6346 0.1311 -0.1221
H 1.9312 -0.4513 2.0097
H 1.2894 -1.9880 1.4414
H 0.2548 1.0744 1.0612
```

Summary:
2S+1: 1
LUMO: 0.6430 eV
gap between HOMO and LUMO: 9.39 eV
structure (SMILES): CN1[C@H]2[C@H](O)CC[C@@H]21
largest force on an atom: 5.35 eV Å⁻¹
E: -9932.446 eV
energy above the lowest of the compared OMol25 structures with the same formula, charge and spin: 6.009 eV
E_HOMO: -8.7472 eV

These are the natural (NBO) partial charges, in e, on atoms 1 to 4: -0.4229 -0.3322 -0.1992 0.1035

---

8.
Here is 2 unconnected molecules or ions with the total composition C6H11NO from OMol25. Energies are from ωB97M-V with the def2-TZVPD basis set.

```
19
Properties=species:S:1:pos:R:3
C -0.3794 -2.0251 0.3224
C 0.6866 -2.6054 1.1737
C 1.3182 -1.8892 2.0966
O 2.3302 -2.4499 2.8318
H -1.3294 -2.5669 0.3278
H -0.5921 -0.9964 0.5989
H -0.1112 -2.0865 -0.7389
H 0.9944 -3.6417 1.0876
H 1.1749 -0.8204 2.2165
H 2.5048 -1.9550 3.6231
C 0.5388 1.7620 -1.2975
C -0.5839 2.1273 -0.6866
N -1.8634 2.1911 -1.2528
C -1.9984 2.9622 -2.2454
H 0.5414 1.3812 -2.3094
H 1.4647 1.7033 -0.7602
H -0.5705 2.3190 0.3806
H -2.9612 3.0424 -2.7331
H -1.1645 3.5477 -2.6352
```

Summary:
2S+1: 1
LUMO: 0.8782 eV
gap between HOMO and LUMO: 9.40 eV
structure (SMILES): C/C=C/O.C=CN=C
largest force on an atom: 0.97 eV Å⁻¹
E: -9935.502 eV
energy above the lowest of the compared OMol25 structures with the same formula, charge and spin: 2.953 eV
E_HOMO: -8.5233 eV

These are the natural (NBO) partial charges, in e, on atoms 1 to 4: -0.6314 -0.2717 0.1171 -0.6939

---

What is the formula in the eighth record? C6H11NO